(1)
Below is a structure of composition C13H15BeN3OS4, with properties calculated with the ωB97M-V functional and the def2-TZVPD basis.

XYZ file:
```
37
Properties=species:S:1:pos:R:3:forces:R:3:lowdin_charge:R:1
S -0.6265 -1.8289 1.2846 0.0939 0.1394 -0.0353 0.15
S 2.4861 0.0676 2.2758 0.0619 -0.0247 -0.1439 -0.04
S 1.7511 -1.4260 3.4867 -0.0950 0.0091 -0.0660 -0.15
S 0.9508 -2.8116 2.1881 0.0197 -0.0066 0.0153 -0.10
O -0.0846 1.2405 0.9060 0.0474 -0.1564 -0.3422 -0.11
N -0.7396 -0.0863 -1.1899 0.0221 -0.0053 -0.0627 0.06
N 1.5053 -1.1838 -0.8451 0.1136 0.1566 0.0675 0.06
N -0.7613 2.4307 2.7008 -0.0422 -0.0848 -0.0465 -0.15
C -0.3689 -0.8282 -2.2349 0.0892 -0.0275 0.0248 -0.18
C -1.1682 -0.9692 -3.3578 -0.0032 0.0028 -0.0335 0.01
C -2.3851 -0.3112 -3.3893 0.0058 -0.0049 0.0129 -0.04
C -1.1452 3.5850 1.9069 0.0469 0.0266 0.0140 -0.02
C 0.9403 -1.4825 -2.0296 -0.0989 0.0564 0.0249 -0.18
C -1.9087 0.5486 -1.2208 0.0114 -0.0240 0.0389 -0.07
C 3.2882 -2.6739 -1.3661 0.0093 0.0093 0.0394 -0.02
C 2.7214 -2.9594 -2.5901 -0.0211 0.0049 -0.0041 -0.04
C -0.9757 2.4409 4.1470 0.0138 0.0286 0.0025 -0.02
C -0.2566 1.3461 2.1418 0.2754 -0.0102 0.2603 -0.35
C -2.7644 0.4629 -2.3034 -0.0047 0.0156 -0.0041 -0.03
C 1.5205 -2.3499 -2.9304 0.0148 -0.0233 -0.0144 0.00
C 2.6553 -1.7740 -0.5178 0.0489 0.0632 0.0591 -0.12
Be 0.3985 -0.2808 0.2830 -0.4971 -0.1217 0.1838 -0.07
H -3.0331 -0.4046 -4.2506 0.0056 0.0029 -0.0017 0.11
H -3.7066 0.9917 -2.2905 0.0014 -0.0107 0.0029 0.11
H -2.1500 1.1306 -0.3428 0.0116 0.0093 0.0059 0.12
H 4.2132 -3.1340 -1.0492 -0.0012 0.0167 -0.0088 0.12
H -1.6103 1.6099 4.4507 0.0037 -0.0061 -0.0060 0.10
H -0.8668 4.4958 2.4347 0.0132 -0.0010 -0.0040 0.09
H 3.0662 -1.4891 0.4428 -0.0159 0.0221 0.0354 0.02
H 3.1962 -3.6496 -3.2750 -0.0025 0.0027 0.0049 0.11
H -1.4688 3.3709 4.4175 -0.0077 -0.0033 0.0027 0.09
H -0.8506 -1.5827 -4.1877 -0.0060 0.0073 -0.0058 0.11
H 0.0088 0.5357 2.8212 -0.1305 -0.0330 -0.0230 0.03
H -0.6243 3.5505 0.9545 -0.0113 -0.0108 -0.0037 0.09
H -0.0268 2.3780 4.6782 0.0177 -0.0008 -0.0158 0.10
H -2.2231 3.5974 1.7278 0.0061 -0.0006 0.0151 0.10
H 1.0433 -2.5575 -3.8769 0.0038 -0.0180 0.0110 0.11
```
Positions in Å, forces in eV/Å.

Output
E_LUMO (eV): -0.7
Frontier orbital gap (Eh): 0.1992
DFT total energy (eV): -63988.8990
Max |F| (hartree/bohr): 0.011

***

(2)
Below is a structure of composition C13H15IrPSe2, with properties calculated with the ωB97M-V functional and the def2-TZVPD basis.

XYZ file:
```
32
Properties=species:S:1:pos:R:3:forces:R:3:nbo_charge:R:1
Ir 0.0999 0.1069 0.2208 -0.8535 0.3714 1.8446 0.50
Se -0.2269 2.3003 1.2065 0.1024 0.2407 0.0847 0.28
Se -2.1840 -0.5524 0.0652 -0.6499 -0.1875 -0.1673 0.26
P -1.6738 0.7003 1.8827 -1.1543 0.1202 2.6882 0.89
C -5.4190 1.0800 3.4246 0.5991 0.1942 -0.1319 -0.20
C -1.4578 -0.2701 4.5346 0.2671 -0.3048 -0.0458 -0.19
C -3.1839 1.4187 2.5534 -0.4687 0.4646 -0.3867 -0.45
C 1.1679 0.2319 -2.3073 0.4414 0.3994 -1.2592 -0.65
C 0.7573 -1.8578 3.8507 0.3032 -0.0416 -0.4307 -0.19
C -0.9429 -0.2857 3.2203 -0.5771 0.7187 -0.3824 -0.36
C 0.1679 -1.0430 2.8803 0.4775 -0.6043 0.4936 -0.17
C -5.4950 2.4493 3.7174 0.2753 -0.0266 -0.1096 -0.12
C 0.2464 -1.8853 5.1561 -0.5171 0.5315 -0.4158 -0.11
C -3.2715 2.7902 2.8177 0.0678 0.2216 0.0320 -0.17
C -4.4273 3.3051 3.4134 0.0624 -0.4860 -0.0940 -0.18
C -0.8595 -1.0852 5.4990 0.1447 0.0644 -0.4269 -0.17
C -4.2620 0.5636 2.8328 -0.2051 -0.2004 -0.0683 -0.13
H -2.3040 0.3619 4.7897 0.1288 -0.1542 -0.0328 0.25
H 2.2509 0.3406 -2.2893 -0.0177 0.0156 0.5051 0.26
H 0.7196 1.1084 -2.7542 -0.2729 0.2171 0.2519 0.25
H 0.7043 -2.5194 5.9072 -0.0042 0.0436 -0.1235 0.26
H 0.5629 -0.9699 1.8061 0.0870 -0.6895 1.3578 0.14
H -2.4304 3.4434 2.5642 -0.4313 -0.0888 0.2054 0.23
H 0.8068 0.0043 -1.1958 1.5722 0.2818 -3.7379 0.04
H 0.9208 -0.6497 -2.8861 -0.2746 -0.2943 0.2192 0.25
H -1.2535 -1.0984 6.5142 0.1186 0.0209 -0.2558 0.26
H -4.1939 -0.4996 2.5801 -0.1342 0.3187 0.1782 0.23
H -6.2482 0.4210 3.6596 0.1142 0.0696 -0.0698 0.26
H 1.6204 -2.4765 3.5963 -0.2640 0.2196 0.0760 0.26
H 0.8364 -1.1895 -0.3685 0.7627 -1.1772 0.4103 -0.05
H -4.4950 4.3643 3.6392 0.0303 -0.1435 -0.0535 0.26
H -6.3957 2.8527 4.1827 0.2696 -0.1152 -0.1551 0.26
```
Positions in Å, forces in eV/Å.

Output
Spin multiplicity: 6
<S²>: 8.78
E_LUMO (alpha / beta) (eV): -7.8 / -11.0
Relative energy (zero: lowest compared OMol25 entry of this formula, charge and spin) (eV): 1.002
Charge: +2
Frontier orbital gap (alpha / beta) (Eh): 0.2621 / 0.1874
DFT total energy (eV): -156521.7960
Max |F| (hartree/bohr): 0.079

***

(3)
Below is the ion C13H15N2 with charge +1, with properties calculated with the ωB97M-V functional and the def2-TZVPD basis.

XYZ file:
```
30
Properties=species:S:1:pos:R:3:forces:R:3:nbo_charge:R:1
N -0.6552 -0.2611 -0.5733 -0.5556 0.1218 -0.0727 -0.43
N -1.9144 1.6691 -0.2750 -0.3231 -0.0314 -0.0419 -0.57
C 0.5499 -0.9240 -0.4997 1.1535 -0.1530 0.1784 0.09
C -3.2125 1.0022 -0.3378 -0.6208 -0.3152 -0.2131 -0.23
C 1.8035 -0.4629 -0.2227 -0.8944 0.0740 -0.1919 -0.11
C 1.3235 1.9399 0.0978 -3.8435 -1.9947 -0.8220 0.05
C 2.1731 0.9341 0.0275 -0.0387 -0.0134 0.0427 -0.13
C 2.8663 -1.4342 -0.1906 0.7652 -0.2285 0.0644 -0.15
C -0.7916 1.0237 -0.3418 4.7096 2.4411 1.0371 0.50
C 3.5787 1.2441 0.2494 0.3831 -0.0888 0.0421 -0.21
C 4.1510 -1.0919 0.0390 -0.6164 -0.6354 -0.1657 -0.21
C 4.5088 0.2724 0.2554 -0.2109 0.7363 0.0540 -0.15
C -2.7709 -0.7586 1.4243 -0.0700 0.0158 -0.1171 -0.62
C -3.0301 -0.4910 -0.0578 0.1633 0.0677 0.1156 -0.25
C -1.8686 -1.0073 -0.9155 -0.7378 -0.2870 -0.1894 -0.22
H 2.6006 -2.4672 -0.3566 -0.0027 -0.1123 -0.0287 0.22
H -3.9406 -1.0158 -0.3570 0.0944 0.0878 -0.0821 0.25
H 5.5454 0.5213 0.4207 0.0837 0.0783 0.0343 0.24
H -1.9112 2.6702 -0.1351 0.2404 -0.1770 0.0010 0.43
H 3.8334 2.2780 0.4166 0.1311 0.0881 0.0155 0.23
H -3.6530 1.1668 -1.3273 0.0436 -0.0081 0.1311 0.22
H -3.8701 1.4548 0.4079 0.0777 -0.0299 -0.0691 0.23
H 4.9257 -1.8425 0.0595 -0.0097 -0.1041 -0.0179 0.24
H -2.6072 -1.8213 1.5892 0.0147 -0.0691 0.0763 0.23
H -3.6289 -0.4521 2.0186 -0.0150 0.0059 0.0628 0.23
H -1.7023 -2.0700 -0.7367 0.0705 0.1114 0.0121 0.23
H 1.2264 2.9912 0.1971 -0.0307 0.4675 0.0237 0.23
H 0.4500 -1.9848 -0.6845 -0.0487 0.0117 0.0011 0.22
H -1.8958 -0.2188 1.7876 0.0056 -0.0037 0.0513 0.21
H -2.0838 -0.8643 -1.9791 0.0819 -0.0556 0.0681 0.22
```
Positions in Å, forces in eV/Å.

Output
E_LUMO (alpha / beta) (eV): -3.9 / -3.9
Relative energy (zero: lowest compared OMol25 entry of this formula, charge and spin) (eV): 4.299
Charge: +1
Frontier orbital gap (alpha / beta) (Eh): 0.2663 / 0.2663
DFT total energy (eV): -16694.8774
Max |F| (hartree/bohr): 0.105

***

(4)
Below is the molecule C13H15N3O3, with properties calculated with the ωB97M-V functional and the def2-TZVPD basis.

XYZ file:
```
34
Properties=species:S:1:pos:R:3:forces:R:3:nbo_charge:R:1
O -3.8564 -1.4054 -1.1437 -0.1643 1.3358 0.3947 -0.66
O -1.6035 0.9202 1.8141 -0.6282 -0.2089 0.2695 -0.61
O -2.9596 -3.3846 -0.6253 -0.7658 -0.7666 -0.1841 -0.56
N -1.5840 -0.2090 -0.1951 -1.2439 0.2146 1.1364 -0.66
N 2.4128 -0.0701 -1.9321 -0.2501 0.5055 1.3454 -0.55
N -1.7092 3.3930 0.2661 -1.5100 -0.0108 -2.4261 -0.82
C 2.3906 -0.7738 -0.7145 -1.4435 0.9914 -0.3992 0.19
C 2.7883 -2.0472 -0.3451 0.4458 -0.4044 1.0570 -0.27
C 1.7810 1.1639 -1.7851 0.0983 -1.7788 1.0112 -0.02
C -1.9318 -1.5036 0.3368 0.3651 -0.5901 0.1552 -0.36
C 1.8287 -1.6665 1.8700 -0.1836 1.5944 -0.6680 -0.23
C -1.1118 2.1585 -0.1982 0.2448 -0.1065 0.2243 -0.13
C 1.3003 1.2919 -0.5287 -0.2378 -1.7759 0.6010 -0.10
C 1.3884 -0.3518 1.4954 1.0296 -2.0426 0.1578 -0.20
C -3.0082 -2.2028 -0.5006 1.5833 0.1541 0.1506 0.77
C 2.5196 -2.5098 0.9539 -0.9025 2.4903 -0.0680 -0.21
C 0.3919 2.2965 0.0408 0.3654 0.8515 -0.5401 -0.43
C 1.6381 0.0496 0.1786 0.4570 0.6180 -0.3009 -0.11
C -1.5137 0.9052 0.6120 0.8277 0.4489 -1.8496 0.68
H 1.6842 -1.9079 2.9215 0.0806 -0.4208 -0.3171 0.22
H 2.7854 -0.3144 -2.8093 0.6162 -0.7250 -0.6077 0.41
H -2.7044 3.5047 -0.0621 1.5106 -0.2755 0.8750 0.37
H 1.6039 1.7280 -2.6448 -0.0112 1.0541 -1.0453 0.21
H 0.4883 2.3020 1.1105 0.3656 0.3371 0.6432 0.22
H -1.6310 3.4074 1.2407 -0.3156 0.2516 1.7794 0.37
H 0.9451 0.2915 2.2579 -0.0529 -0.1715 -0.4371 0.23
H -2.2946 -1.4893 1.3912 0.5476 0.4392 -0.7283 0.26
H -1.0233 -2.1110 0.2579 -0.4047 -0.3428 0.3992 0.24
H -1.1588 -0.2117 -1.1113 -0.0063 0.3608 0.1491 0.42
H 3.4361 -2.6437 -0.9488 0.1035 -0.3202 -0.6082 0.21
H 2.9084 -3.4264 1.3011 0.2860 -0.9745 0.1294 0.22
H -3.6082 -0.4793 -0.8634 -0.4243 -1.0354 -0.5383 0.49
H -1.2827 2.0427 -1.2685 -0.2362 -0.1330 -0.0014 0.19
H 0.6902 3.2535 -0.3723 -0.1461 0.4359 0.2411 0.24
```
Positions in Å, forces in eV/Å.

Output
E_LUMO (eV): 0.4
Relative energy (zero: lowest compared OMol25 entry of this formula, charge and spin) (eV): 1.071
SMILES string: N[C@@H](Cc1c[nH]c2ccccc12)C(=O)NCC(=O)O
Frontier orbital gap (Eh): 0.3139
DFT total energy (eV): -24337.7669
Max |F| (hartree/bohr): 0.056